Formula: C90H90O30
Source: the Open Molecules 2025 dataset
Level of theory: the ωB97M-V functional and the def2-TZVPD basis

Cartesian coordinates (Å):
C (6.44287, -5.07599, 26.56087)
C (5.11609, -4.81252, 26.68538)
C (4.67720, -3.52114, 26.74509)
C (5.49068, -2.42764, 26.61202)
C (6.87724, -2.68918, 26.48894)
C (7.35385, -4.00001, 26.63802)
O (8.71394, -4.22907, 26.74761)
O (3.31011, -3.33877, 26.75931)
H (6.89568, -6.08877, 26.51427)
H (4.44415, -5.65880, 26.73275)
H (5.09087, -1.40651, 26.56324)
H (7.58927, -1.90140, 26.22163)
H (9.14808, -3.39347, 27.02261)
H (3.09057, -2.38372, 26.69684)
C (-2.01018, -8.47871, 30.97683)
C (-0.72961, -8.13499, 31.33274)
C (-0.43267, -7.73865, 32.58716)
C (-1.40518, -7.77792, 33.57736)
C (-2.63347, -8.29643, 33.27144)
C (-2.96328, -8.50532, 31.93932)
O (-4.22575, -8.93333, 31.58136)
O (0.79309, -7.24349, 32.95991)
H (-2.32787, -8.67538, 29.92435)
H (-0.00667, -8.04218, 30.55043)
H (-1.11605, -7.61670, 34.55699)
H (-3.38530, -8.35778, 34.05021)
H (-4.17243, -9.23337, 30.68497)
H (0.67679, -6.55641, 33.64873)
C (2.15252, -5.53373, 22.91499)
C (1.80596, -6.85777, 22.69719)
C (2.77556, -7.80222, 22.91743)
C (4.05280, -7.46468, 23.33934)
C (4.33292, -6.11911, 23.67182)
C (3.37711, -5.16640, 23.33731)
O (3.72676, -3.82914, 23.37737)
O (2.39070, -9.07435, 22.90904)
H (1.43225, -4.70581, 22.69921)
H (0.81969, -7.14257, 22.38732)
H (4.86380, -8.18738, 23.67507)
H (5.27193, -5.78052, 24.07069)
H (4.68615, -3.61208, 23.44089)
H (3.15082, -9.63461, 23.16698)
C (-7.33104, -0.96344, 24.79513)
C (-6.04536, -1.24344, 24.28865)
C (-5.40174, -2.35076, 24.77015)
C (-6.08159, -3.28703, 25.60543)
C (-7.41433, -3.06004, 25.95156)
C (-8.01637, -1.86571, 25.54664)
O (-9.29089, -1.58163, 25.93760)
O (-4.09626, -2.76566, 24.53532)
H (-7.83594, 0.01509, 24.60465)
H (-5.49811, -0.52786, 23.69613)
H (-5.69166, -4.25734, 25.70770)
H (-8.00019, -3.80835, 26.48660)
H (-9.46764, -2.13548, 26.67190)
H (-3.46576, -2.14311, 24.14868)
C (2.34853, -1.42147, 29.34340)
C (2.19562, -2.66240, 29.95619)
C (1.21321, -2.84147, 30.95878)
C (0.22128, -1.87963, 31.22026)
C (0.25767, -0.77077, 30.41994)
C (1.31360, -0.49752, 29.53181)
O (1.51632, 0.69397, 28.86987)
O (1.30403, -3.98277, 31.81435)
H (3.15655, -1.12672, 28.66122)
H (2.98984, -3.40053, 29.82208)
H (-0.59232, -2.03907, 31.94189)
H (-0.43541, 0.01330, 30.56370)
H (0.79362, 1.27995, 29.05613)
H (2.09973, -4.52070, 31.48304)
C (-0.39581, 0.75816, 24.92569)
C (0.84026, 0.71259, 25.55651)
C (1.63241, -0.42036, 25.59894)
C (1.18480, -1.54517, 24.89150)
C (-0.04288, -1.52653, 24.26084)
C (-0.80838, -0.34869, 24.24650)
O (-2.01528, -0.41203, 23.58457)
O (2.73678, -0.45573, 26.45319)
H (-1.06100, 1.55607, 25.09293)
H (1.19169, 1.54741, 26.13260)
H (1.80073, -2.48594, 24.92291)
H (-0.47310, -2.35574, 23.69182)
H (-2.60425, 0.28288, 23.92081)
H (2.46190, -0.02173, 27.27371)
C (-3.59539, -8.09211, 27.68544)
C (-4.60093, -7.24553, 28.07134)
C (-5.88628, -7.69554, 28.61744)
C (-6.07125, -9.04896, 28.82573)
C (-5.01861, -9.91837, 28.48105)
C (-3.87452, -9.45704, 27.84395)
O (-3.05189, -10.42612, 27.43591)
O (-6.91718, -6.83460, 28.87819)
H (-2.69083, -7.63250, 27.19756)
H (-4.50141, -6.09365, 28.02945)
H (-6.98495, -9.37825, 29.24545)
H (-5.05337, -11.00838, 28.63245)
H (-2.15675, -10.43055, 27.65597)
H (-6.57038, -5.98229, 29.18780)
C (-1.56402, -4.34487, 33.14343)
C (-2.81632, -3.76201, 32.98121)
C (-3.48027, -3.07961, 34.03426)
C (-2.86640, -3.03244, 35.27482)
C (-1.61265, -3.63569, 35.39005)
C (-0.94194, -4.27254, 34.35644)
O (0.34529, -4.71184, 34.50635)
O (-4.71381, -2.61252, 33.86438)
H (-1.05735, -4.77728, 32.24559)
H (-3.34047, -3.81656, 32.00865)
H (-3.34649, -2.69065, 36.15942)
H (-1.18391, -3.63001, 36.34994)
H (0.87368, -4.12259, 34.02264)
H (-4.92598, -2.64106, 32.90864)
C (-5.70908, -4.15058, 30.18842)
C (-5.40224, -5.25437, 31.03747)
C (-6.22130, -5.65892, 32.07262)
C (-7.32831, -4.79507, 32.41202)
C (-7.60324, -3.71440, 31.62044)
C (-6.85368, -3.37846, 30.49373)
O (-7.28891, -2.33124, 29.77126)
O (-5.97020, -6.73376, 32.82345)
H (-5.04130, -3.84752, 29.43337)
H (-4.54718, -5.90366, 30.85274)
H (-7.99380, -5.00233, 33.22011)
H (-8.32747, -2.97090, 31.84754)
H (-6.78986, -2.31995, 28.91977)
H (-5.37153, -7.33782, 32.35892)
C (4.80346, -3.05338, 31.51059)
C (5.82172, -2.22479, 31.04680)
C (6.76140, -2.70764, 30.22638)
C (6.76081, -4.09702, 29.97658)
C (5.84784, -4.91950, 30.53294)
C (4.78554, -4.40588, 31.35998)
O (3.88274, -5.26074, 31.89004)
O (7.70559, -1.97671, 29.55442)
H (4.12405, -2.50964, 32.19455)
H (5.88761, -1.20047, 31.44568)
H (7.47543, -4.48120, 29.29418)
H (5.90574, -5.98101, 30.28359)
H (4.02116, -6.18300, 31.61366)
H (7.77007, -1.09887, 29.86587)
C (3.07272, -8.47121, 31.21429)
C (3.57307, -8.39228, 29.89872)
C (4.88235, -8.57393, 29.58030)
C (5.79502, -8.79519, 30.61114)
C (5.31780, -8.86990, 31.96285)
C (3.98014, -8.65225, 32.25282)
O (3.67324, -8.59773, 33.55960)
O (5.36113, -8.51220, 28.27312)
H (2.03508, -8.26909, 31.54379)
H (2.82535, -8.09994, 29.12252)
H (6.80635, -8.88924, 30.34131)
H (5.97221, -9.16481, 32.80606)
H (2.76778, -8.31040, 33.75568)
H (4.56051, -8.48656, 27.70604)
C (-6.20723, 3.90989, 25.02777)
C (-5.73799, 2.60673, 25.18916)
C (-4.35456, 2.39123, 25.14204)
C (-3.49666, 3.49135, 25.03787)
C (-3.96156, 4.74498, 24.74545)
C (-5.30159, 4.93972, 24.68894)
O (-5.75018, 6.24539, 24.66689)
O (-3.84820, 1.11637, 25.16337)
H (-7.24476, 4.03207, 25.21612)
H (-6.30018, 1.73496, 25.40668)
H (-2.45748, 3.32514, 25.23301)
H (-3.31791, 5.57484, 24.72456)
H (-6.73292, 6.28713, 24.60883)
H (-4.44817, 0.50848, 25.56209)
C (-1.16383, -3.97821, 26.48605)
C (0.08110, -4.50881, 26.77516)
C (0.30009, -5.05000, 27.99949)
C (-0.68714, -5.28342, 28.92054)
C (-1.92207, -4.75195, 28.61628)
C (-2.17744, -4.09922, 27.45346)
O (-3.45796, -3.60969, 27.16226)
O (1.58959, -5.41192, 28.32840)
H (-1.36209, -3.50817, 25.53883)
H (0.99851, -4.44457, 26.10292)
H (-0.55258, -5.91028, 29.80188)
H (-2.76210, -4.95506, 29.30608)
H (-3.62628, -3.39116, 26.22285)
H (2.17751, -4.80195, 27.97092)
C (-4.93512, 1.43808, 28.59944)
C (-3.62249, 1.88569, 28.61881)
C (-2.64756, 0.96026, 28.19167)
C (-2.95452, -0.40316, 27.97834)
C (-4.26689, -0.74382, 27.99153)
C (-5.30746, 0.16429, 28.20953)
O (-6.60104, -0.32494, 28.10423)
O (-1.36677, 1.41446, 28.06498)
H (-5.75054, 2.06829, 28.89717)
H (-3.35359, 2.91379, 28.69738)
H (-2.13210, -1.08401, 27.82800)
H (-4.54440, -1.76515, 27.83336)
H (-7.26170, 0.32089, 28.41047)
H (-0.92909, 0.94353, 27.35538)
C (1.69179, -11.21897, 28.53034)
C (2.79316, -11.26655, 27.72393)
C (2.92734, -10.25539, 26.79441)
C (1.91651, -9.32849, 26.53335)
C (0.72088, -9.37930, 27.26956)
C (0.64043, -10.34401, 28.27175)
O (-0.61932, -10.33039, 28.87746)
O (4.02396, -10.28749, 25.93013)
H (1.61210, -11.99110, 29.25488)
H (3.49783, -12.05135, 27.92558)
H (1.97338, -8.59000, 25.75021)
H (-0.07815, -8.66615, 27.17584)
H (-0.87120, -11.20660, 29.21408)
H (4.54843, -11.09818, 26.01631)

Summary:
- molecular weight (g mol⁻¹) = 1651.7
- ΔE to the lowest compared entry with this formula, charge and spin (kcal/mol) = 0.0
- frontier orbital gap (eV) = 8.3
- HOMO level (eV) = -7.9740
- charge = 0
- total energy (eV) = -156212.01074
- LUMO level (Ha) = 0.01049

Atomic partial charges in e from the Löwdin method, atoms 1 to 6: C -0.024; C -0.049; C -0.326; C 0.002; C -0.015; C -0.329

Formula: C28H27AsO7PRhS2
Source: the Open Molecules 2025 dataset
Level of theory: the ωB97M-V functional and the def2-TZVPD basis

Cartesian coordinates (Å):
Rh (0.58118, -0.15117, 0.09245)
O (3.24120, -0.73489, -0.45518)
C (2.51680, -0.28431, 0.39053)
C (3.03874, 0.11799, 1.75079)
C (4.40440, 0.07044, 2.01351)
C (4.86905, 0.39058, 3.27653)
C (3.97653, 0.75081, 4.28254)
C (2.61606, 0.80420, 4.02206)
C (2.14630, 0.49310, 2.75078)
P (0.42168, 0.56741, 2.19108)
C (-0.62014, -0.14655, 3.48625)
C (-0.83338, 0.56010, 4.67120)
C (-1.59721, 0.00233, 5.68211)
C (-2.17089, -1.25238, 5.51200)
C (-1.98837, -1.94314, 4.32453)
C (-1.21436, -1.38853, 3.31503)
C (-0.06318, 2.30741, 2.19519)
C (-1.41723, 2.60725, 2.05308)
C (-1.82143, 3.92821, 1.97864)
C (-0.88205, 4.95053, 2.04205)
C (0.46475, 4.65176, 2.17324)
C (0.87859, 3.32855, 2.24274)
H (5.07732, -0.22413, 1.21845)
H (5.93012, 0.35623, 3.48716)
H (4.34558, 0.99155, 5.27083)
H (1.92785, 1.08468, 4.80846)
H (-0.42925, 1.55799, 4.79160)
H (-1.75945, 0.55428, 6.59861)
H (-2.77654, -1.68046, 6.29998)
H (-2.45828, -2.90624, 4.17428)
H (-1.10253, -1.90224, 2.37259)
H (-2.14329, 1.80759, 1.97293)
H (-2.87140, 4.16139, 1.86007)
H (-1.20218, 5.98255, 1.97931)
H (1.19809, 5.44654, 2.21000)
H (1.93339, 3.09856, 2.32150)
O (-1.23565, -1.48385, -1.69296)
S (-2.22124, -0.58290, -1.11304)
O (-3.54960, -1.12696, -1.00730)
O (-1.71818, -0.01263, 0.16619)
C (-2.32121, 0.82524, -2.22686)
C (-3.58742, 1.07838, -2.73256)
C (-3.81107, 2.11746, -3.62528)
C (-2.75844, 2.91561, -4.02458)
C (-1.48607, 2.67707, -3.52462)
C (-1.25154, 1.64479, -2.62709)
S (0.45009, 1.54496, -2.06198)
O (1.18384, 2.52231, -2.79922)
O (0.89700, 0.14848, -2.16174)
O (0.41196, 1.84488, -0.58861)
H (-4.39583, 0.43537, -2.41604)
H (-4.80928, 2.29172, -4.00526)
H (-2.91381, 3.72625, -4.72422)
H (-0.65432, 3.29588, -3.82649)
C (-0.97203, -3.54716, 0.41447)
As (0.66127, -2.50253, 0.35690)
C (1.54414, -3.20852, -1.20736)
C (1.69233, -3.20473, 1.84379)
H (-0.76528, -4.49475, 0.91207)
H (-1.26817, -3.70924, -0.61795)
H (-1.78756, -3.02790, 0.90999)
H (1.24941, -4.24692, -1.35296)
H (2.62044, -3.12718, -1.08408)
H (1.22965, -2.60290, -2.05550)
H (1.86249, -4.27111, 1.69866)
H (1.15337, -3.04765, 2.77784)
H (2.65133, -2.69095, 1.89331)

Summary:
- molecular weight (g mol⁻¹) = 748.5
- ΔE to the lowest compared entry with this formula, charge and spin (kcal/mol) = 0.0
- frontier orbital gap (eV) = 8.7
- HOMO level (eV) = -8.8877
- charge = 0
- total energy (eV) = -138614.58605
- LUMO level (Ha) = -0.00872

Atomic partial charges in e from the natural (NBO) method, atoms 1 to 6: Rh 0.382; O -0.564; C 0.488; C -0.070; C -0.188; C -0.192

Formula: C3H6N2S2
Source: the Open Molecules 2025 dataset
Level of theory: the ωB97M-V functional and the def2-TZVPD basis

Cartesian coordinates (Å):
C (1.05846, -1.51424, -0.52964)
C (0.33965, 0.55333, 0.38127)
C (-1.18530, 0.30828, 0.11602)
H (0.02051, -1.70822, -0.87981)
H (1.85300, -1.70886, -1.41062)
H (1.43736, -2.11010, 0.42886)
H (1.42311, 2.11006, 1.35788)
H (-0.16065, 2.47910, 1.19807)
H (-2.88787, -0.08721, -1.42146)
N (1.29483, -0.14481, 0.01171)
N (0.55842, 1.72059, 1.08545)
S (-1.64462, 0.62353, -1.51721)
S (-2.10691, -0.52148, 1.17948)

Summary:
- molecular weight (g mol⁻¹) = 134.2
- ΔE to the lowest compared entry with this formula, charge and spin (kcal/mol) = 41.2
- frontier orbital gap (eV) = 8.2
- HOMO level (eV) = -8.8032
- charge = 0
- SMILES = C/N=C(/N)C(=S)S
- total energy (eV) = -27857.31212
- LUMO level (Ha) = -0.02262

Atomic partial charges in e from the natural (NBO) method, atoms 1 to 6: C -0.453; C 0.368; C -0.383; H 0.190; H 0.209; H 0.220